(1)
{
  "formula": "C33H57BrCaN2O2Si",
  "method": "wB97M-V/def2-TZVPD",
  "symbols": ["O", "O", "C", "C", "H", "H", "H", "H", "H", "C", "C", "H", "H", "H", "H", "H", "C", "C", "C", "H", "H", "H", "H", "H", "C", "H", "H", "H", "H", "H", "H", "N", "C", "C", "C", "C", "H", "H", "H", "C", "H", "H", "H", "N", "C", "C", "C", "C", "H", "C", "H", "C", "H", "C", "C", "C", "C", "C", "C", "H", "C", "H", "C", "H", "C", "C", "Ca", "H", "H", "H", "H", "H", "H", "H", "H", "H", "H", "H", "H", "H", "C", "Si", "H", "H", "C", "C", "C", "H", "H", "H", "H", "H", "H", "H", "H", "H", "Br"],
  "positions_angstrom": [[1.02, -0.23, -2.81], [3.54, -2.43, -2.92], [0.44, -1.04, -3.90], [-0.48, -0.21, -4.77], [-0.10, -1.85, -3.38], [1.25, -1.49, -4.47], [-1.21, 0.36, -4.18], [-1.01, -0.89, -5.45], [0.09, 0.49, -5.40], [2.16, 0.62, -3.13], [2.88, 0.30, -4.41], [2.85, 0.49, -2.27], [1.79, 1.66, -3.08], [3.40, -0.66, -4.31], [3.64, 1.07, -4.59], [2.22, 0.29, -5.29], [4.46, -1.97, -1.92], [3.55, -3.85, -3.18], [5.69, -1.41, -2.59], [4.71, -2.79, -1.21], [3.91, -1.18, -1.39], [6.19, -2.18, -3.19], [6.40, -1.02, -1.85], [5.40, -0.59, -3.26], [4.79, -4.35, -3.90], [2.65, -4.00, -3.80], [3.42, -4.39, -2.22], [4.93, -3.82, -4.85], [4.66, -5.41, -4.11], [5.69, -4.24, -3.29], [2.08, -3.51, -1.16], [-2.09, -0.09, 0.21], [-2.59, -0.43, 1.39], [-1.79, -0.85, 2.47], [-0.42, -0.58, 2.69], [-4.09, -0.43, 1.60], [-4.58, -1.15, 0.92], [-4.51, 0.56, 1.43], [-4.31, -0.73, 2.63], [0.14, -0.99, 4.03], [0.41, -0.10, 4.62], [1.05, -1.62, 3.92], [-0.61, -1.56, 4.59], [0.36, 0.07, 1.82], [-2.93, 0.38, -0.85], [-3.29, -0.50, -1.90], [-2.82, -1.93, -1.93], [-4.13, -0.03, -2.91], [-4.44, -0.71, -3.70], [-4.56, 1.30, -2.92], [-5.24, 1.64, -3.70], [-4.17, 2.17, -1.91], [-4.48, 3.21, -1.91], [-3.35, 1.73, -0.87], [-2.92, 2.68, 0.21], [1.41, 0.88, 2.34], [2.75, 0.40, 2.34], [3.08, -0.99, 1.88], [3.75, 1.20, 2.88], [4.78, 0.84, 2.89], [3.44, 2.45, 3.44], [4.23, 3.05, 3.88], [2.13, 2.91, 3.45], [1.88, 3.88, 3.88], [1.10, 2.14, 2.91], [-0.32, 2.61, 2.97], [0.14, 0.39, -0.70], [-1.97, -2.08, -2.62], [-3.63, -2.59, -2.29], [-2.50, -2.30, -0.95], [-3.12, 2.31, 1.22], [-3.43, 3.64, 0.09], [-1.84, 2.89, 0.12], [4.01, -1.00, 1.30], [2.29, -1.44, 1.26], [3.22, -1.68, 2.74], [-0.78, 2.60, 1.97], [-0.36, 3.64, 3.35], [-0.94, 1.99, 3.64], [-2.30, -1.35, 3.29], [1.19, -3.02, -0.80], [0.60, -4.49, 0.15], [0.59, -2.68, -1.65], [1.47, -2.14, -0.19], [0.13, -5.82, -1.07], [-0.86, -3.93, 1.14], [2.08, -4.99, 1.20], [3.05, -4.76, 0.73], [2.04, -6.07, 1.37], [2.04, -4.48, 2.17], [-0.74, -5.51, -1.68], [-0.14, -6.72, -0.51], [0.94, -6.08, -1.77], [-1.52, -3.30, 0.53], [-0.54, -3.34, 2.00], [-1.41, -4.83, 1.47], [0.49, 3.02, -0.87]],
  "e_homo_ev": -7.15,
  "molar_mass_g_mol": 661.90,
  "lumo_energy_ev": 0.4,
  "fmax_ha_per_bohr": 0.031
}

(2)
{
  "formula": "C34H32CoN3OP",
  "method": "wB97M-V/def2-TZVPD",
  "symbols": ["Co", "C", "C", "C", "C", "C", "C", "C", "C", "C", "C", "N", "C", "C", "C", "C", "C", "N", "H", "H", "H", "H", "H", "H", "H", "H", "H", "H", "H", "H", "H", "H", "H", "H", "H", "O", "C", "N", "P", "C", "C", "C", "C", "C", "C", "C", "C", "C", "C", "C", "C", "C", "C", "C", "C", "C", "C", "H", "H", "H", "H", "H", "H", "H", "H", "H", "H", "H", "H", "H", "H", "H"],
  "positions_angstrom": [[0.38, -0.25, -0.12], [-2.61, 3.47, -2.62], [-1.21, 3.30, -3.22], [-0.16, 3.62, -2.17], [0.05, 4.98, -1.91], [0.80, 5.41, -0.84], [1.33, 4.47, 0.03], [1.18, 3.11, -0.22], [1.76, 2.14, 0.78], [-0.53, 2.03, 1.68], [0.47, 2.67, -1.35], [0.31, 1.29, -1.52], [0.30, 0.72, -2.69], [-0.11, -0.62, -2.79], [-0.32, -1.47, -3.89], [-0.81, -2.66, -3.37], [-0.86, -2.49, -1.98], [-0.45, -1.27, -1.62], [-3.38, 3.32, -3.38], [-2.73, 4.47, -2.19], [-2.77, 2.74, -1.83], [-1.09, 3.98, -4.06], [-1.13, 2.29, -3.61], [-0.41, 5.70, -2.58], [0.94, 6.47, -0.65], [1.87, 4.78, 0.91], [2.30, 2.73, 1.53], [2.47, 1.47, 0.29], [-0.33, 3.06, 1.98], [-1.11, 1.53, 2.45], [-1.12, 2.05, 0.76], [0.60, 1.26, -3.59], [-0.14, -1.23, -4.93], [-1.11, -3.54, -3.92], [-1.19, -3.21, -1.24], [2.33, -2.34, -0.42], [1.86, -1.32, -0.23], [0.73, 1.28, 1.45], [1.42, 0.71, 3.04], [0.02, -0.15, 3.76], [-0.23, -0.03, 5.13], [-1.17, -0.83, 5.74], [-1.87, -1.78, 4.99], [-1.61, -1.92, 3.64], [-0.67, -1.12, 3.02], [1.90, 2.11, 3.99], [0.92, 3.07, 4.35], [1.28, 4.19, 5.08], [2.60, 4.39, 5.47], [3.56, 3.43, 5.16], [3.23, 2.30, 4.44], [2.79, -0.39, 2.78], [2.69, -1.71, 3.25], [3.78, -2.56, 3.19], [5.00, -2.11, 2.71], [5.12, -0.80, 2.27], [4.03, 0.06, 2.30], [0.33, 0.70, 5.70], [-1.36, -0.73, 6.80], [-2.59, -2.42, 5.48], [-2.16, -2.66, 3.06], [-0.47, -1.23, 1.96], [-0.11, 2.94, 4.06], [0.53, 4.92, 5.35], [2.88, 5.28, 6.03], [4.59, 3.56, 5.49], [3.97, 1.55, 4.25], [1.75, -2.07, 3.65], [3.67, -3.59, 3.52], [5.86, -2.77, 2.68], [6.07, -0.43, 1.90], [4.14, 1.07, 1.92]],
  "relative_energy_ev": 0.0000,
  "e_homo_ev": [-4.39, -7.20],
  "molar_mass_g_mol": 588.56,
  "lumo_energy_ev": [0.2, 0.2],
  "fmax_ha_per_bohr": 0.020,
  "spin_multiplicity": 4
}

(3)
{
  "formula": "C14H17LaN",
  "method": "wB97M-V/def2-TZVPD",
  "symbols": ["C", "C", "C", "C", "C", "La", "N", "C", "C", "H", "H", "H", "H", "H", "H", "H", "H", "H", "H", "C", "C", "C", "C", "C", "C", "C", "H", "H", "H", "H", "H", "H", "H"],
  "positions_angstrom": [[-0.66, 0.85, -1.98], [0.72, 0.81, -1.61], [0.89, 1.51, -0.38], [-0.38, 2.02, 0.01], [-1.34, 1.60, -0.96], [-0.59, -0.79, 0.14], [-3.13, 0.22, 0.83], [1.00, -2.32, -0.73], [2.23, -1.80, -0.99], [1.84, 1.71, 0.12], [1.52, 0.36, -2.20], [-0.55, 2.71, 0.85], [-2.39, 1.86, -0.97], [-1.10, 0.39, -2.87], [2.46, -1.36, -1.99], [0.85, -3.00, 0.16], [-4.05, -0.21, 0.61], [3.08, -1.94, -0.30], [0.30, -2.42, -1.61], [0.39, -1.55, 2.47], [0.10, -0.78, 3.66], [1.13, -0.46, 4.59], [0.85, 0.27, 5.74], [-0.46, 0.72, 5.99], [-1.48, 0.42, 5.08], [-1.22, -0.31, 3.93], [1.46, -1.76, 2.31], [-0.28, -2.42, 2.28], [2.14, -0.81, 4.39], [1.65, 0.49, 6.45], [-0.68, 1.30, 6.89], [-2.50, 0.76, 5.28], [-2.02, -0.52, 3.20]],
  "total_charge": -1,
  "e_homo_ev": [-1.35, -1.31],
  "molar_mass_g_mol": 338.20,
  "lumo_energy_ev": [2.1, 2.1],
  "fmax_ha_per_bohr": 0.136
}

(4)
{
  "formula": "CHOP",
  "method": "wB97M-V/def2-TZVPD",
  "symbols": ["C", "O", "P", "H"],
  "positions_angstrom": [[0.04, 0.03, -0.32], [0.28, 1.14, -0.65], [-0.26, -1.56, -0.60], [-0.07, 0.39, 1.57]],
  "relative_energy_ev": 4.1385,
  "e_homo_ev": [-9.21, -9.21],
  "molar_mass_g_mol": 59.99,
  "lumo_energy_ev": [-3.1, -3.1],
  "fmax_ha_per_bohr": 0.082
}

Q: Which formula does entry 2 have?
A: C34H32CoN3OP